This record from OMol25 describes 6 unconnected molecules or ions with the total composition C38H79B2FN3O22S at a distorted geometry. The level of theory is ωB97M-V/def2-TZVPD.

Each line ends with the Mulliken charge.
Positions of all 146 atoms, in Å:
C: 5.72 -0.24 0.61  -1.4162
C: 5.23 1.10 0.07  -0.2733
C: 4.20 0.94 -1.07  -0.9614
C: 2.99 0.07 -0.71  -0.5138
C: 1.74 0.88 -0.30  -0.5665
C: 0.49 0.14 -0.83  -0.8057
C: -0.78 0.39 0.01  -1.3881
N: -1.93 0.77 -0.82  0.5979
C: -2.15 1.95 -1.18  -0.5565
B: -1.29 3.25 -0.84  1.7436
O: -0.12 3.50 -1.44  -0.7116
O: -1.85 4.07 0.10  -0.6875
C: -1.10 4.14 1.33  -0.5632
C: -1.81 3.42 2.46  -0.4839
C: -3.44 1.99 -2.02  -0.5781
N: -4.49 2.51 -1.15  -0.4312
S: -3.24 3.26 -3.35  1.3068
O: -1.94 3.24 -3.93  -0.5502
O: -4.29 3.20 -4.28  -0.6622
F: -3.40 4.62 -2.57  -0.2681
C: -3.61 0.50 -2.45  2.5221
C: -3.00 0.22 -3.84  -2.3285
C: -1.45 0.25 -3.95  -1.3330
C: -5.10 0.13 -2.57  -1.9928
N: -5.74 0.66 -3.79  -0.3987
C: -2.96 -0.25 -1.25  -0.1053
O: -2.18 -1.37 -1.50  0.1528
C: -2.86 -2.56 -1.98  -0.5004
C: -2.32 -3.77 -1.21  0.2549
C: -1.54 -4.73 -2.14  -1.9177
C: -3.40 -4.48 -0.34  1.0555
C: -4.00 -5.69 -1.09  -1.6978
C: -2.72 -4.93 0.96  -1.6987
B: -3.86 -0.35 0.10  0.2206
O: -4.88 -1.27 0.16  -0.6991
O: -3.62 0.48 1.15  0.9085
C: -4.77 0.82 1.94  -1.2182
H: 5.77 -1.02 -0.15  0.3664
H: 5.02 -0.60 1.37  0.2973
H: 6.69 -0.14 1.10  0.4085
H: 4.79 1.70 0.87  0.1555
H: 6.09 1.62 -0.34  0.4493
H: 3.90 1.91 -1.45  0.1914
H: 4.75 0.47 -1.89  0.4365
H: 3.23 -0.69 0.03  0.4183
H: 2.73 -0.48 -1.62  0.3914
H: 1.70 1.06 0.77  0.4794
H: 1.81 1.81 -0.87  0.0770
H: 0.71 -0.93 -0.79  0.6082
H: 0.37 0.37 -1.88  0.3056
H: -0.60 1.15 0.77  0.6525
H: -0.99 -0.52 0.55  0.5384
H: -0.18 4.39 -1.83  0.1890
H: -1.07 5.19 1.61  0.5280
H: -0.08 3.76 1.24  0.2946
H: -2.10 2.41 2.15  -0.3943
H: -2.70 3.96 2.77  0.3817
H: -1.16 3.38 3.33  0.4113
H: -4.21 3.38 -0.72  0.4085
H: -5.28 2.73 -1.75  0.4087
H: -3.40 0.87 -4.61  0.8412
H: -3.31 -0.79 -4.10  0.7814
H: -1.07 -0.75 -3.74  0.1615
H: -1.22 0.45 -5.00  0.5780
H: -0.97 1.03 -3.38  0.0912
H: -5.25 -0.95 -2.56  0.2677
H: -5.70 0.50 -1.74  0.6662
H: -5.60 0.02 -4.56  0.2691
H: -6.73 0.69 -3.59  0.2859
H: -3.94 -2.49 -1.92  0.1858
H: -2.57 -2.68 -3.03  0.3055
H: -1.56 -3.40 -0.52  0.0590
H: -1.33 -5.63 -1.58  0.4927
H: -2.07 -4.92 -3.07  0.4412
H: -0.59 -4.24 -2.34  0.4389
H: -4.17 -3.77 -0.05  0.1569
H: -4.15 -5.38 -2.13  0.2880
H: -3.32 -6.53 -1.04  0.2739
H: -4.97 -5.91 -0.67  0.5675
H: -3.43 -5.36 1.66  0.4442
H: -2.25 -4.08 1.47  0.4426
H: -1.95 -5.68 0.78  0.3221
H: -4.82 -1.80 0.97  0.2624
H: -4.48 1.59 2.65  0.1960
H: -5.56 1.23 1.33  0.3517
H: -5.13 -0.03 2.52  0.4113
C: 1.65 6.09 -4.13  -0.6342
O: 2.57 5.01 -4.24  -0.2918
C: 3.79 5.28 -3.74  0.7985
O: 4.12 6.32 -3.23  -0.5432
O: 4.55 4.20 -3.90  -0.3181
C: 5.88 4.35 -3.40  -0.6600
H: 0.71 5.75 -4.56  0.1929
H: 1.48 6.35 -3.08  0.2573
H: 2.00 6.96 -4.69  0.3427
H: 5.88 4.54 -2.33  0.2978
H: 6.40 5.14 -3.93  0.3444
H: 6.39 3.41 -3.59  0.2186
C: -6.79 -9.12 -3.67  -0.6025
O: -5.78 -10.12 -3.82  -0.3195
C: -4.58 -9.76 -3.36  0.8326
O: -4.30 -8.71 -2.85  -0.5456
O: -3.74 -10.77 -3.57  -0.3212
C: -2.40 -10.54 -3.13  -0.6012
H: -7.70 -9.53 -4.08  0.2112
H: -6.94 -8.89 -2.61  0.2833
H: -6.53 -8.22 -4.22  0.2777
H: -2.38 -10.37 -2.05  0.2780
H: -1.96 -9.69 -3.65  0.2793
H: -1.83 -11.43 -3.35  0.2144
C: 3.77 4.20 4.59  -0.5485
O: 4.55 3.53 5.58  -0.3469
C: 5.04 2.35 5.19  0.8528
O: 4.89 1.85 4.10  -0.4686
O: 5.73 1.84 6.20  -0.3749
C: 6.33 0.56 5.94  -0.5997
H: 3.43 5.13 5.04  0.2266
H: 4.38 4.44 3.72  0.2558
H: 2.91 3.61 4.31  0.2433
H: 7.05 0.64 5.12  0.2407
H: 5.57 -0.18 5.71  0.2856
H: 6.85 0.27 6.84  0.2291
C: -2.03 0.08 4.35  -0.3289
O: -1.52 -1.01 5.10  -0.3344
C: -2.45 -1.67 5.81  0.7125
O: -3.62 -1.40 5.84  -0.5411
O: -1.85 -2.66 6.46  -0.3426
C: -2.73 -3.45 7.27  -0.6334
H: -1.20 0.53 3.82  0.2206
H: -2.77 -0.26 3.63  0.0260
H: -2.47 0.83 5.02  0.3784
H: -3.49 -3.93 6.65  0.2955
H: -3.20 -2.84 8.04  0.2983
H: -2.12 -4.21 7.74  0.2280
C: 10.98 5.42 1.93  -0.6326
O: 10.32 4.45 2.74  -0.3360
C: 9.02 4.30 2.49  0.7269
O: 8.39 4.91 1.67  -0.5483
O: 8.54 3.37 3.31  -0.3324
C: 7.14 3.11 3.15  0.1555
H: 12.02 5.44 2.23  0.2260
H: 10.91 5.15 0.88  0.2934
H: 10.54 6.41 2.09  0.2931
H: 6.93 2.74 2.15  0.2282
H: 6.56 4.00 3.36  0.2437
H: 6.87 2.34 3.85  -0.3228

Its net charge is +1. The energy above the lowest of the compared OMol25 structures with the same formula, charge and spin is 126.01 kJ/mol. For the HOMO-LUMO gap, the calculation gives 0.330 Eh.